# 1
{"formula": "C23H18BeCl2N5O2", "method": "wB97M-V/def2-TZVPD", "species": ["Be", "C", "N", "C", "C", "N", "C", "C", "C", "C", "C", "C", "N", "C", "N", "C", "C", "C", "C", "C", "C", "N", "H", "H", "H", "H", "H", "H", "H", "H", "H", "H", "H", "H", "H", "H", "H", "Cl", "C", "C", "C", "Cl", "C", "O", "C", "C", "O", "C", "H", "H", "H"], "positions_angstrom": [[0.456, 0.016, -0.176], [-1.168, -0.119, -3.056], [-1.579, -0.819, -1.865], [-2.674, -0.307, -1.078], [-2.233, 0.442, 0.148], [-1.008, 0.523, 0.606], [-1.080, 1.290, 1.784], [-0.079, 1.704, 2.665], [-0.476, 2.469, 3.743], [-1.819, 2.821, 3.948], [-2.813, 2.422, 3.079], [-2.407, 1.650, 1.997], [-3.111, 1.101, 0.932], [-0.041, 0.840, -2.788], [0.522, 1.043, -1.619], [1.375, 2.149, -1.791], [2.147, 2.859, -0.874], [2.854, 3.944, -1.352], [2.801, 4.327, -2.701], [2.024, 3.644, -3.613], [1.312, 2.558, -3.119], [0.403, 1.698, -3.726], [-1.991, 0.458, -3.502], [-0.854, -0.841, -3.812], [-1.659, -1.809, -2.012], [-3.277, -1.151, -0.733], [-3.353, 0.332, -1.658], [0.952, 1.433, 2.506], [0.268, 2.808, 4.451], [-2.080, 3.423, 4.808], [-3.847, 2.696, 3.237], [-4.106, 1.139, 0.789], [2.197, 2.570, 0.163], [3.464, 4.517, -0.668], [3.375, 5.183, -3.030], [1.967, 3.945, -4.650], [0.080, 1.738, -4.678], [6.429, -3.047, 1.347], [5.008, -2.079, 1.154], [5.025, -0.752, 1.613], [3.925, 0.056, 1.485], [3.959, 1.663, 2.119], [2.745, -0.411, 0.859], [1.704, 0.349, 0.725], [2.746, -1.761, 0.437], [1.543, -2.310, -0.082], [0.501, -1.664, -0.318], [3.877, -2.591, 0.588], [5.917, -0.363, 2.086], [1.505, -3.390, -0.262], [3.844, -3.622, 0.261]], "de_lowest_kj_mol": 5.4, "charge": 1}


# 2
{"formula": "C23H18BrCsNO2S", "method": "wB97M-V/def2-TZVPD", "species": ["Cs", "O", "N", "C", "C", "C", "C", "C", "S", "H", "H", "H", "H", "Br", "C", "C", "C", "C", "C", "C", "C", "C", "C", "C", "H", "H", "H", "H", "H", "H", "C", "C", "O", "C", "C", "C", "C", "C", "C", "H", "H", "H", "H", "H", "H", "H", "H"], "positions_angstrom": [[1.627, 1.760, 0.815], [2.598, 3.991, 0.721], [3.544, 4.740, 1.253], [3.832, 5.943, 0.690], [4.807, 6.772, 1.174], [5.529, 6.357, 2.298], [5.236, 5.143, 2.870], [4.227, 4.281, 2.370], [3.842, 2.772, 3.055], [3.221, 6.178, -0.170], [4.992, 7.716, 0.684], [6.311, 6.983, 2.712], [5.769, 4.786, 3.738], [-1.613, 1.774, 0.360], [-2.041, 0.362, -0.873], [-3.360, 0.023, -0.971], [-3.740, -0.994, -1.880], [-2.795, -1.603, -2.654], [-1.423, -1.250, -2.550], [-0.438, -1.894, -3.339], [0.882, -1.574, -3.167], [1.271, -0.609, -2.201], [0.384, 0.094, -1.401], [-0.991, -0.251, -1.616], [-4.103, 0.531, -0.370], [-4.785, -1.276, -1.956], [-3.081, -2.383, -3.354], [-0.748, -2.642, -4.064], [1.636, -2.072, -3.775], [2.345, -0.432, -2.092], [-2.189, -1.082, 2.584], [-1.176, -1.761, 1.695], [-0.037, -1.383, 1.644], [-1.608, -2.939, 0.863], [-0.735, -3.411, -0.112], [-1.080, -4.504, -0.893], [-2.304, -5.133, -0.706], [-3.187, -4.656, 0.254], [-2.841, -3.558, 1.031], [-1.740, -0.192, 3.013], [-2.494, -1.760, 3.388], [-3.079, -0.803, 2.013], [0.203, -2.885, -0.261], [-0.400, -4.849, -1.664], [-2.581, -5.980, -1.323], [-4.148, -5.136, 0.396], [-3.541, -3.191, 1.772]], "de_lowest_kj_mol": 62.6, "charge": -1}


# 3
{"formula": "C23H18ClMgN2O4", "method": "wB97M-V/def2-TZVPD", "species": ["Mg", "O", "C", "C", "C", "C", "C", "C", "C", "N", "C", "C", "N", "C", "C", "C", "C", "C", "C", "C", "O", "H", "H", "H", "H", "H", "H", "H", "H", "H", "H", "H", "H", "H", "H", "Cl", "C", "C", "C", "C", "C", "C", "C", "O", "O", "H", "H", "H", "H"], "positions_angstrom": [[0.137, 0.363, 1.051], [1.935, 1.038, 1.502], [2.956, 0.852, 2.256], [4.198, 1.444, 1.831], [5.314, 1.295, 2.614], [5.331, 0.524, 3.817], [4.156, -0.016, 4.276], [2.957, 0.112, 3.535], [1.702, -0.548, 3.826], [0.632, -0.610, 3.045], [-0.412, -1.440, 3.680], [-1.486, -1.796, 2.667], [-1.556, -0.776, 1.622], [-2.721, -0.696, 1.065], [-3.169, 0.184, 0.025], [-4.349, -0.056, -0.664], [-4.765, 0.777, -1.720], [-3.948, 1.843, -2.140], [-2.734, 2.080, -1.519], [-2.317, 1.278, -0.414], [-1.183, 1.600, 0.136], [4.164, 1.965, 0.871], [6.318, 1.720, 2.395], [6.240, 0.449, 4.416], [4.049, -0.575, 5.242], [1.529, -1.054, 4.792], [-0.816, -0.856, 4.511], [0.036, -2.400, 4.110], [-2.441, -1.978, 3.179], [-1.222, -2.744, 2.149], [-3.522, -1.360, 1.443], [-4.955, -0.903, -0.431], [-5.699, 0.579, -2.231], [-4.286, 2.472, -2.963], [-2.058, 2.870, -1.799], [-1.465, -0.579, -7.166], [-0.505, -0.646, -5.744], [-0.793, -1.581, -4.756], [-0.368, -1.373, -3.472], [0.532, -0.369, -3.180], [1.017, 0.439, -4.243], [0.452, 0.298, -5.507], [0.888, 0.014, -1.720], [1.737, 0.952, -1.583], [0.302, -0.652, -0.786], [-1.487, -2.384, -5.012], [-0.809, -1.902, -2.630], [1.819, 1.161, -4.046], [0.664, 0.984, -6.329]], "charge": -1}


# 4
{"formula": "C23H18FN3O2S", "method": "wB97M-V/def2-TZVPD", "species": ["O", "C", "C", "S", "C", "N", "C", "C", "C", "C", "C", "C", "C", "O", "N", "C", "C", "C", "C", "C", "C", "C", "N", "C", "C", "C", "C", "F", "C", "C", "H", "H", "H", "H", "H", "H", "H", "H", "H", "H", "H", "H", "H", "H", "H", "H", "H", "H"], "positions_angstrom": [[3.406, -2.918, -1.403], [2.556, -2.727, -0.533], [2.299, -1.314, -0.037], [0.618, -0.688, -0.542], [0.238, 0.458, 0.720], [0.133, -0.041, 1.924], [-0.301, 0.739, 2.978], [-0.318, 0.205, 4.245], [-0.784, 0.940, 5.341], [-1.131, 2.288, 5.185], [-1.085, 2.847, 3.905], [-0.643, 2.079, 2.785], [-0.445, 2.638, 1.456], [-0.635, 3.827, 1.307], [-0.047, 1.799, 0.408], [0.071, 2.271, -0.964], [-1.293, 2.082, -1.691], [-1.242, 2.483, -3.158], [-2.111, 3.457, -3.680], [-2.050, 3.773, -5.035], [-1.154, 3.036, -5.846], [-0.361, 2.025, -5.242], [-0.381, 1.804, -3.917], [1.780, -3.890, 0.007], [2.004, -5.164, -0.520], [1.335, -6.283, -0.022], [0.515, -6.128, 1.086], [-0.109, -7.229, 1.614], [0.292, -4.877, 1.659], [0.896, -3.744, 1.091], [2.396, -1.319, 1.047], [3.107, -0.611, -0.403], [-0.056, -0.847, 4.406], [-0.813, 0.442, 6.305], [-1.483, 2.885, 5.998], [-1.375, 3.891, 3.824], [0.359, 3.325, -0.988], [0.879, 1.731, -1.490], [-1.571, 1.018, -1.647], [-2.019, 2.679, -1.162], [-2.760, 3.968, -3.007], [-2.699, 4.547, -5.449], [-0.968, 3.170, -6.902], [0.390, 1.482, -5.841], [2.694, -5.270, -1.339], [1.500, -7.257, -0.495], [-0.345, -4.803, 2.504], [0.711, -2.777, 1.519]], "smiles": "O=C(CSc1nc2ccccc2c(=O)n1CCc1ccccn1)c1ccc(F)cc1"}


| no. | Kohn-Sham gap (eV) | HOMO level (eV) |
| --- | --- | --- |
| 1 | 7.79 | -10.95 |
| 2 | 5.97 | -3.63 |
| 3 | 7.48 | -4.72 |
| 4 | 8.48 | -8.66 |